[1]
Density functional theory data (wB97M-V/def2-TZVPD) for C19H28N4O6P2PbS3 as an isolated structure.

relative energy (zero: lowest compared OMol25 entry of this formula, charge and spin) = 17.70 kcal per mole
orbital gap = 7.247 eV
net charge = 0
E_tot = -94740.665 eV

The geometry in XYZ format:
```
63
Properties=species:S:1:pos:R:3:forces:R:3
Pb 0.0061 1.2919 -0.0866 -0.15 0.24 0.68
S -1.6345 5.6717 -1.1060 -0.01 0.04 -0.01
C -1.1492 5.7692 0.5276 0.00 0.04 -0.01
C -0.6303 4.5922 0.9780 0.01 -0.06 -0.01
C -0.6104 3.5568 -0.0019 -0.08 0.03 -0.08
C -1.1299 4.0140 -1.1828 -0.05 0.12 0.02
C -1.2680 3.2179 -2.3995 0.02 0.02 0.05
C -1.8159 3.7051 -3.5857 -0.02 0.02 -0.03
C -1.8958 2.8749 -4.6860 0.00 0.00 0.02
C -1.4323 1.5693 -4.5929 0.01 0.00 -0.03
C -0.9099 1.1499 -3.3860 0.02 -0.06 0.04
N -0.8303 1.9492 -2.3211 -0.03 -0.03 -0.09
H -1.2684 6.6942 1.0698 -0.01 0.01 0.00
H -0.2690 4.4717 1.9909 0.01 0.01 0.01
H -2.1719 4.7252 -3.6321 0.00 0.00 -0.01
H -2.3188 3.2416 -5.6123 0.00 0.01 0.00
H -1.4733 0.8903 -5.4318 -0.01 -0.01 0.00
H -0.5512 0.1370 -3.2455 0.03 0.03 0.02
N -2.3493 -3.1675 0.5779 -0.22 0.11 -0.02
C -1.8513 -2.2138 -0.4985 0.03 -0.16 -0.18
C -2.1650 -2.8636 -1.8464 0.05 -0.03 0.06
P -0.0316 -2.1769 -0.1639 -0.04 -0.08 -0.17
O 0.4193 -1.2465 -1.4245 -0.94 -0.33 0.07
O 0.4199 -3.5908 -0.3157 -0.04 0.06 -0.07
O 0.1913 -1.4689 1.1324 0.07 -0.14 0.04
P -2.9305 -0.7190 -0.2269 -0.35 -0.27 0.13
O -3.1702 -0.2729 -1.7625 -0.11 -0.07 0.06
O -4.1545 -1.3177 0.4028 0.28 -0.01 -0.15
O -2.2378 0.4022 0.4800 0.18 0.42 -0.04
H -2.3050 -4.1273 0.2436 0.04 -0.01 0.02
H -3.3315 -2.8243 0.7652 0.13 -0.08 0.05
H -1.7647 -3.0913 1.4134 -0.07 0.10 0.07
H -1.6551 -3.8268 -1.9079 0.01 -0.01 -0.02
H -1.7927 -2.2322 -2.6478 -0.01 0.00 -0.02
H -3.2398 -2.9931 -1.9860 -0.01 0.00 0.00
H 1.3486 -0.9884 -1.3620 0.19 -0.18 -0.51
H -3.5221 0.6256 -1.7855 0.04 0.04 -0.06
C 3.4003 -1.8868 2.9776 -0.02 0.09 -0.01
C 3.3858 -1.7590 1.4951 -0.01 0.24 0.05
C 3.5269 -2.7981 0.6305 0.03 -0.08 -0.04
C 3.3360 -2.5456 -0.7354 -0.07 -0.17 -0.18
N 3.1219 -1.3256 -1.2156 0.35 0.02 0.11
C 3.0807 -0.2767 -0.3732 0.46 0.40 0.17
S 2.8862 1.3276 -0.9004 0.31 -0.32 -0.01
N 3.1905 -0.5252 0.9687 -0.08 -0.06 0.08
C 3.2933 -3.6839 -1.7006 -0.06 0.01 -0.05
H 3.7106 -2.8867 3.2686 0.00 0.00 0.00
H 2.3922 -1.7023 3.3521 -0.08 0.03 0.01
H 4.0744 -1.1556 3.4276 -0.01 -0.01 -0.01
H 3.6847 -3.8015 0.9951 -0.03 0.01 -0.01
H 3.0234 0.2636 1.5824 0.00 0.00 0.00
H 4.0941 -4.3945 -1.4974 0.03 0.00 0.01
H 3.3675 -3.3173 -2.7217 0.00 0.00 0.03
H 2.3352 -4.2037 -1.5691 0.10 0.16 0.04
C 1.0127 1.5438 5.2745 -0.03 0.11 -0.10
S 0.6650 0.9493 3.6087 0.06 -0.13 -0.04
C -1.0822 1.3855 3.4996 0.06 -0.04 0.00
H 0.4249 0.9876 6.0035 0.00 0.01 0.02
H 0.7955 2.6075 5.3609 0.01 0.02 0.04
H 2.0711 1.3834 5.4729 0.00 0.00 0.01
H -1.2108 2.4673 3.4827 -0.01 0.00 0.00
H -1.6196 0.9621 4.3470 -0.03 -0.01 0.00
H -1.4853 0.9562 2.5821 0.00 -0.02 0.03
```
Positions in Å, forces in eV/Å.

natural (NBO) population analysis, charges in e, atoms 1 to 4: atom 1 (Pb): 1.3421, atom 2 (S): 0.4041, atom 3 (C): -0.4009, atom 4 (C): -0.2765

[2]
Density functional theory data (wB97M-V/def2-TZVPD) for an isolated ion of composition C2H4NO2S and charge +1 in a non-equilibrium geometry.

orbital gap (spin up / spin down) = 9.145 / 5.235 eV
net charge = +1
E_tot = -18545.926 eV
multiplicity = 3

The geometry in XYZ format:
```
10
Properties=species:S:1:pos:R:3:forces:R:3
C -0.6620 -0.3600 0.3046 -1.15 1.52 0.54
C -0.0455 0.9086 -0.3179 -1.34 -0.77 -0.44
N 0.1400 -1.4845 0.0018 1.65 -1.94 -0.62
O -0.2103 -2.6034 -0.0874 -0.08 1.56 0.20
O 1.1958 1.2163 0.2945 1.41 0.36 0.27
S 2.5565 0.5038 -0.0826 -1.02 -0.35 0.12
H -0.6320 -0.2522 1.4016 0.00 -0.14 -0.15
H -1.7115 -0.4729 0.0003 0.20 -0.16 -0.06
H 0.0663 0.7800 -1.3998 0.13 0.13 0.17
H -0.6972 1.7643 -0.1152 0.19 -0.21 -0.03
```
Positions in Å, forces in eV/Å.

natural (NBO) population analysis, charges in e, atoms 1 to 4: atom 1 (C): -0.3782, atom 2 (C): -0.0800, atom 3 (N): 0.2532, atom 4 (O): -0.0739

[3]
Density functional theory data (wB97M-V/def2-TZVPD) for a 2-piece molecular cluster, C4H13NOS overall in a non-equilibrium geometry.

relative energy (zero: lowest compared OMol25 entry of this formula, charge and spin) = 22.83 kcal per mole
orbital gap = 9.665 eV
net charge = 0
E_tot = -18731.021 eV
SMILES = NCCCCS.O

The geometry in XYZ format:
```
20
Properties=species:S:1:pos:R:3:forces:R:3
N 2.7084 -0.3590 1.5384 0.46 0.10 0.09
C 1.2980 -0.6159 1.5445 -0.05 0.29 -0.61
C 0.3959 0.5841 1.2059 1.78 0.33 -0.63
C 0.5351 1.2610 -0.1640 0.10 -0.38 -0.94
C -0.4629 0.7113 -1.2157 0.83 0.75 1.25
S -2.1583 1.2672 -0.9991 -0.47 0.06 -0.08
H 3.2612 -0.2820 0.7085 -0.26 -0.02 -0.19
H 3.2221 -0.2125 2.3843 -0.21 0.00 0.10
H 1.0696 -1.4186 0.8343 0.01 -0.29 0.20
H 1.0339 -0.9237 2.5578 -0.10 -0.28 -0.17
H -0.6182 0.2833 1.2922 -1.10 -0.03 0.57
H 0.7123 1.3357 1.9049 -0.49 0.39 0.79
H 1.5127 1.1856 -0.6631 0.15 -0.40 0.59
H 0.4471 2.3344 -0.0433 -0.42 0.29 -0.03
H -0.4670 -0.3399 -1.0430 -0.17 -1.04 -0.20
H -0.0677 0.8971 -2.1940 -0.16 0.22 -0.66
H -1.9174 2.3297 -0.2211 0.12 0.03 -0.06
O -0.3410 -3.4937 -0.9383 0.10 0.27 0.09
H -0.3265 -2.8921 -0.1863 -0.16 -0.15 0.16
H 0.2703 -3.0687 -1.5458 0.06 -0.13 -0.24
```
Positions in Å, forces in eV/Å.

natural (NBO) population analysis, charges in e, atoms 1 to 4: atom 1 (N): -0.8888, atom 2 (C): -0.1935, atom 3 (C): -0.4230, atom 4 (C): -0.3977

[4]
Density functional theory data (wB97M-V/def2-TZVPD) for a 2-piece molecular cluster, C3H6BrF overall.

relative energy (zero: lowest compared OMol25 entry of this formula, charge and spin) = 22.86 kcal per mole
orbital gap = 10.607 eV
net charge = 0
E_tot = -75967.266 eV
SMILES = C=C(F)Br.C

The geometry in XYZ format:
```
11
Properties=species:S:1:pos:R:3:forces:R:3
C -1.7376 -1.9912 -0.4049 0.05 0.14 0.08
C -1.2308 -0.9236 0.1759 -0.14 -0.06 -0.02
F -0.0423 -0.9377 0.7769 -0.05 -0.01 0.01
Br -2.0630 0.7638 0.2934 0.10 -0.18 -0.03
H -1.1896 -2.9172 -0.4068 0.18 -0.09 0.05
H -2.7000 -1.9672 -0.8757 -0.20 0.13 -0.08
C 1.7913 1.5940 0.0891 0.09 0.07 -0.02
H 1.5008 1.0631 -0.8086 -0.07 -0.13 -0.14
H 2.8707 1.6774 0.1221 0.19 0.05 -0.02
H 1.4497 1.0559 0.9610 -0.09 -0.11 0.16
H 1.3508 2.5827 0.0776 -0.07 0.19 0.00
```
Positions in Å, forces in eV/Å.

natural (NBO) population analysis, charges in e, atoms 1 to 4: atom 1 (C): -0.5049, atom 2 (C): 0.3078, atom 3 (F): -0.3200, atom 4 (Br): 0.0627

[5]
Density functional theory data (wB97M-V/def2-TZVPD) for the molecule C3HN in a non-equilibrium geometry.

relative energy (zero: lowest compared OMol25 entry of this formula, charge and spin) = 39.70 kcal per mole
orbital gap = 10.923 eV
net charge = 0
E_tot = -4612.831 eV

The geometry in XYZ format:
```
5
Properties=species:S:1:pos:R:3:forces:R:3
C -0.0003 0.0297 0.0353 -1.39 0.57 1.18
C -1.1928 -0.0611 0.0262 0.29 0.08 0.09
C 2.1381 -0.1407 -0.4684 1.20 0.23 0.26
N 1.3025 0.2529 0.2814 0.05 -0.72 -1.27
H -2.2474 -0.0809 0.1255 -0.15 -0.15 -0.26
```
Positions in Å, forces in eV/Å.

natural (NBO) population analysis, charges in e, atoms 1 to 4: atom 1 (C): 0.1096, atom 2 (C): -0.2322, atom 3 (C): 0.4544, atom 4 (N): -0.5766

[6]
Density functional theory data (wB97M-V/def2-TZVPD) for the molecule C3H2Br2P2 in a non-equilibrium geometry.

relative energy (zero: lowest compared OMol25 entry of this formula, charge and spin) = 116.01 kcal per mole
orbital gap (spin up / spin down) = 5.859 / 5.904 eV
net charge = 0
E_tot = -161799.519 eV

The geometry in XYZ format:
```
9
Properties=species:S:1:pos:R:3:forces:R:3
C -0.1145 -0.8531 -0.3416 3.00 2.47 2.03
C -0.8774 0.3135 -0.0554 -1.77 -1.17 -0.51
C -0.7977 1.2276 0.8526 -0.55 1.84 0.20
P 2.8992 0.4563 0.9301 -0.59 0.01 0.03
P 1.5778 -0.7701 0.0006 -1.47 0.35 -0.09
Br -2.7152 0.1528 -1.0942 1.27 0.35 0.73
Br -1.7009 2.8139 1.1606 0.57 -0.72 0.09
H -0.4503 -1.3920 -1.1257 -0.73 -2.30 -2.12
H 2.1789 -1.9490 -0.3270 0.27 -0.83 -0.35
```
Positions in Å, forces in eV/Å.

natural (NBO) population analysis, charges in e, atoms 1 to 4: atom 1 (C): -0.7287, atom 2 (C): -0.1441, atom 3 (C): -0.0720, atom 4 (P): -0.0088

[7]
Density functional theory data (wB97M-V/def2-TZVPD) for the molecule C14H23BrN2.

relative energy (zero: lowest compared OMol25 entry of this formula, charge and spin) = 0.00 kcal per mole
orbital gap = 8.923 eV
net charge = 0
E_tot = -87913.518 eV
SMILES = CCN(CC)CCN(C)Cc1ccc(Br)cc1

The geometry in XYZ format:
```
40
Properties=species:S:1:pos:R:3:forces:R:3
C 1.5030 -1.9793 1.4833 -0.22 -0.07 -0.15
C 0.3809 -2.3592 0.5228 0.18 0.07 0.09
N -0.3050 -1.2062 -0.0346 -0.18 -0.10 0.09
C -1.0407 -1.5218 -1.2436 -0.20 -0.12 -0.02
C -2.1945 -2.5244 -1.1025 0.31 0.20 0.00
C -1.0381 -0.4786 0.9868 -0.03 0.06 -0.04
C -1.9888 0.6085 0.4847 0.13 -0.23 0.07
N -1.3876 1.5758 -0.4145 -0.04 0.13 0.05
C -2.4022 2.4049 -1.0320 -0.01 0.02 0.01
C -0.3442 2.3633 0.2226 0.01 0.00 -0.12
C 1.0136 1.7243 0.1008 0.19 0.08 0.08
C 1.3532 1.0368 -1.0574 0.11 0.12 0.12
C 2.6146 0.4961 -1.2149 0.16 0.03 -0.01
C 3.5440 0.6520 -0.2010 0.23 -0.04 0.02
Br 5.2890 -0.0958 -0.4041 -0.21 0.07 0.03
C 3.2310 1.3328 0.9619 0.21 -0.08 -0.04
C 1.9613 1.8645 1.1054 -0.12 -0.02 -0.15
H 2.1389 -1.2263 1.0302 0.12 0.09 -0.03
H 1.1139 -1.5893 2.4199 0.00 0.05 0.14
H 2.1024 -2.8588 1.7058 0.07 -0.07 0.08
H 0.8166 -2.9084 -0.3156 -0.06 -0.06 0.01
H -0.3168 -3.0368 1.0485 0.02 -0.03 -0.12
H -0.3146 -1.9216 -1.9587 -0.03 0.08 -0.04
H -1.4168 -0.5816 -1.6479 0.03 -0.02 -0.12
H -1.8254 -3.5007 -0.7976 -0.03 -0.12 0.04
H -2.9197 -2.1857 -0.3662 -0.13 -0.01 0.09
H -2.7007 -2.6342 -2.0585 -0.10 -0.05 -0.08
H -0.2921 -0.0164 1.6390 -0.10 -0.03 0.13
H -1.6442 -1.1630 1.6120 0.05 0.10 0.03
H -2.8260 0.1464 -0.0429 -0.02 0.01 0.03
H -2.4053 1.1074 1.3828 -0.01 -0.06 -0.11
H -2.9610 3.0169 -0.3060 -0.03 0.02 0.00
H -1.9328 3.0668 -1.7585 -0.05 0.05 -0.02
H -3.1126 1.7691 -1.5600 -0.06 0.01 -0.03
H -0.5735 2.5641 1.2829 0.00 0.04 -0.06
H -0.2904 3.3337 -0.2837 -0.09 -0.05 0.09
H 0.6154 0.9273 -1.8338 -0.12 -0.06 -0.10
H 2.8765 -0.0409 -2.1135 0.03 -0.04 -0.07
H 3.9659 1.4420 1.7449 0.06 -0.01 0.04
H 1.7129 2.3962 2.0132 -0.06 0.05 0.10
```
Positions in Å, forces in eV/Å.

natural (NBO) population analysis, charges in e, atoms 1 to 4: atom 1 (C): -0.6169, atom 2 (C): -0.2060, atom 3 (N): -0.4553, atom 4 (C): -0.2138

[8]
Density functional theory data (wB97M-V/def2-TZVPD) for C30H24AsNSSr as an isolated structure in a non-equilibrium geometry.

relative energy (zero: lowest compared OMol25 entry of this formula, charge and spin) = 0.00 kcal per mole
orbital gap = 7.176 eV
net charge = 0
E_tot = -105499.767 eV

The geometry in XYZ format:
```
58
Properties=species:S:1:pos:R:3:forces:R:3
Sr 0.3486 1.2479 -0.4037 1.01 0.09 -0.25
N 3.1649 2.0477 0.3104 -0.26 -0.13 -0.14
C 2.3380 2.4171 1.3563 0.11 0.06 0.03
C 2.3331 1.6723 2.5413 -0.02 -0.01 0.02
C 1.5625 2.0723 3.6202 0.00 -0.01 -0.01
C 0.7603 3.2004 3.5310 -0.01 0.01 0.01
C 0.7319 3.9161 2.3416 -0.01 0.01 0.00
C 1.5003 3.5504 1.2382 0.05 -0.02 0.02
C 1.4554 4.3203 -0.0467 -0.06 -0.11 0.03
C 1.8797 5.6475 -0.0562 -0.01 0.04 -0.01
C 1.8553 6.3673 -1.2417 -0.01 -0.01 0.01
C 1.4068 5.7478 -2.4000 0.00 -0.01 0.03
C 0.9791 4.4239 -2.3617 -0.04 0.04 -0.04
C 0.9815 3.6467 -1.1941 -0.04 0.05 -0.05
H 3.5416 1.1134 0.2831 0.06 0.01 0.04
H 3.0593 2.5263 -0.5718 0.06 0.07 0.03
H 2.9720 0.7998 2.6149 0.00 0.00 0.00
H 1.5963 1.4970 4.5370 0.00 0.00 0.00
H 0.1621 3.5201 4.3743 0.00 0.00 0.00
H 0.1026 4.7941 2.2510 0.00 0.00 0.00
H 2.2357 6.1122 0.8576 0.00 0.00 0.00
H 2.1875 7.3978 -1.2609 0.00 0.00 0.00
H 1.3913 6.2977 -3.3341 0.00 0.01 0.00
H 0.6270 3.9914 -3.2953 0.01 -0.02 0.01
S 2.3462 -0.9557 -0.9660 -0.65 0.39 0.01
C 1.7002 -2.5473 -1.3341 0.21 -0.18 0.01
C 2.6268 -3.5957 -1.4800 0.00 0.04 0.01
C 2.2344 -4.8902 -1.7524 -0.04 0.00 -0.01
C 0.8849 -5.2024 -1.8858 0.04 0.01 0.01
C -0.0489 -4.1934 -1.7457 0.00 -0.02 0.01
C 0.3427 -2.8808 -1.4743 -0.12 -0.04 -0.03
As -0.9941 -1.4880 -1.3840 0.24 0.08 0.23
C -0.9544 -1.0871 0.5482 -0.22 -0.31 0.02
C -0.1182 -1.7394 1.4450 0.00 0.02 0.07
C -0.0713 -1.3329 2.7748 0.01 -0.01 -0.01
C -0.8356 -0.2627 3.2125 -0.02 0.04 -0.01
C -1.6734 0.4021 2.3244 -0.08 -0.05 0.05
C -1.7408 -0.0263 1.0060 -0.17 -0.06 -0.04
C -2.6605 -2.4815 -1.4459 -0.08 0.00 -0.14
C -3.2574 -3.0633 -0.3330 0.00 -0.04 0.02
C -4.4540 -3.7552 -0.4647 0.02 0.00 0.03
C -5.0590 -3.8780 -1.7068 0.01 0.01 -0.03
C -4.4670 -3.3027 -2.8226 -0.02 -0.02 0.02
C -3.2775 -2.6021 -2.6899 0.01 0.02 0.01
H 3.6772 -3.3571 -1.3746 0.00 0.00 0.00
H 2.9855 -5.6627 -1.8620 0.00 0.00 0.00
H 0.5664 -6.2151 -2.0943 0.00 0.00 0.00
H -1.1009 -4.4308 -1.8447 -0.01 0.02 -0.01
H 0.5049 -2.5561 1.1037 0.01 0.01 -0.02
H 0.5861 -1.8450 3.4655 0.00 0.00 0.00
H -0.7755 0.0661 4.2410 0.00 -0.01 0.01
H -2.2774 1.2346 2.6619 0.01 0.01 -0.01
H -2.4096 0.4723 0.3029 -0.07 0.01 0.09
H -2.7912 -2.9876 0.6413 0.02 0.02 0.00
H -4.9111 -4.2033 0.4082 0.00 0.00 0.00
H -5.9905 -4.4201 -1.8052 0.00 0.00 0.00
H -4.9328 -3.3931 -3.7952 0.00 0.00 0.00
H -2.8271 -2.1468 -3.5650 0.01 0.01 0.01
```
Positions in Å, forces in eV/Å.

natural (NBO) population analysis, charges in e, atoms 1 to 4: atom 1 (Sr): 1.7604, atom 2 (N): -0.8384, atom 3 (C): 0.1165, atom 4 (C): -0.2832

[9]
Density functional theory data (wB97M-V/def2-TZVPD) for a 3-piece molecular cluster, C5H7NO overall.

relative energy (zero: lowest compared OMol25 entry of this formula, charge and spin) = 114.06 kcal per mole
orbital gap (spin up / spin down) = 8.077 / 8.076 eV
net charge = 0
E_tot = -8831.257 eV

The geometry in XYZ format:
```
14
Properties=species:S:1:pos:R:3:forces:R:3
C -1.7111 0.5687 -0.5543 0.05 -0.02 -0.02
C -0.5145 0.0679 -0.0465 -0.07 0.24 0.10
C 0.3620 0.8093 0.7342 -0.07 -0.22 -0.10
N 1.6219 0.3003 0.6022 0.08 -0.02 0.04
C 1.6117 -0.9834 0.0065 0.21 -0.21 -0.01
O 2.5615 -1.7161 -0.0810 -0.40 0.33 0.03
C 0.1435 -1.2641 -0.3434 0.01 -0.07 -0.07
H -2.5326 -0.1260 -0.7514 0.13 0.09 0.04
H -1.7678 1.4812 -1.1352 0.06 -0.12 0.14
H -1.4387 2.0356 0.5808 0.02 -0.10 -0.11
H -0.5707 1.9709 0.8482 0.01 -0.02 -0.04
H 2.3803 0.5302 1.2314 -0.11 -0.02 -0.08
H -0.1951 -2.0913 0.2929 0.06 0.12 -0.08
H 0.0495 -1.5834 -1.3844 0.02 0.04 0.15
```
Positions in Å, forces in eV/Å.

natural (NBO) population analysis, charges in e, atoms 1 to 4: atom 1 (C): -0.2999, atom 2 (C): -0.2209, atom 3 (C): 0.1208, atom 4 (N): -0.6305

[10]
Density functional theory data (wB97M-V/def2-TZVPD) for C2H5BrCl2Si as an isolated structure in a non-equilibrium geometry.

relative energy (zero: lowest compared OMol25 entry of this formula, charge and spin) = 50.67 kcal per mole
orbital gap = 8.091 eV
net charge = 0
E_tot = -105122.081 eV

The geometry in XYZ format:
```
11
Properties=species:S:1:pos:R:3:forces:R:3
C 1.4053 -0.3891 0.5577 -0.57 -0.50 -3.50
C 0.2785 -0.6104 -0.5174 -1.98 -0.74 2.80
Si -1.1729 0.6732 -0.4944 -0.82 -0.54 1.83
Cl -1.3487 2.3142 -1.6991 0.42 -0.53 0.51
Cl -2.9291 -0.3946 -0.6258 0.51 0.41 -0.04
Br -1.6557 1.6181 2.3477 0.67 -0.76 -2.48
H 2.1502 -1.1510 0.2369 0.12 1.11 0.70
H 1.6103 0.6608 0.4629 1.29 0.31 -0.15
H 1.1017 -0.4962 1.5197 -1.01 -0.79 2.83
H -0.2769 -1.6362 -0.3969 1.03 1.93 -0.30
H 0.8372 -0.5888 -1.3914 0.34 0.09 -2.20
```
Positions in Å, forces in eV/Å.

natural (NBO) population analysis, charges in e, atoms 1 to 4: atom 1 (C): -0.5843, atom 2 (C): -0.8660, atom 3 (Si): 1.4752, atom 4 (Cl): -0.3180

What is the formula in the tenth record? C2H5BrCl2Si